Entry 1:
{
  "formula": "C8H58ClNO21P",
  "method": "ωB97M-V with the def2-TZVPD basis set",
  "species": ["O", "O", "C", "H", "O", "H", "O", "H", "H", "H", "H", "P", "O", "H", "H", "H", "H", "H", "H", "H", "O", "H", "O", "H", "H", "C", "H", "O", "H", "H", "H", "C", "H", "H", "H", "H", "O", "O", "H", "C", "H", "H", "H", "H", "O", "O", "H", "H", "O", "C", "H", "O", "H", "O", "H", "H", "C", "O", "H", "O", "H", "O", "H", "H", "H", "H", "H", "H", "H", "H", "O", "O", "H", "H", "H", "H", "H", "H", "H", "O", "N", "H", "H", "H", "C", "H", "H", "C", "H", "Cl"],
  "coordinates": [[-2.64709, -5.94236, 3.74018], [3.75769, -1.79692, 4.78323], [-0.59315, 1.80317, -1.22915], [0.27271, -0.61977, -2.20086], [-2.65188, -1.28731, -1.85165], [1.47404, 0.49225, 4.41745], [1.92448, 4.28439, 4.04354], [-2.32720, -2.16890, -2.06129], [-0.26830, -3.45016, 1.11244], [0.18589, 2.88388, 3.56657], [2.63103, 4.66630, 4.57030], [0.59294, 0.73301, -0.10545], [-0.32477, 2.08818, 3.38230], [-0.18896, 2.35747, -4.03829], [3.87274, -1.04275, -5.23492], [1.40766, -1.79802, 3.06823], [2.04959, -3.31864, 2.34955], [-4.93821, 6.90795, -3.37762], [-0.79201, 5.62464, -1.13089], [-1.10080, -0.13393, 1.13223], [-5.53828, 6.18129, -3.57859], [2.36086, 3.62779, 3.48793], [3.99164, 5.17133, -1.80808], [1.09080, -2.10055, 0.14116], [0.31837, 4.64718, -1.45103], [1.80971, -0.21011, 1.00466], [1.05887, -6.37371, 3.54526], [0.20113, -5.96931, 3.70541], [2.75349, -2.09934, 0.65097], [1.55762, 0.09504, 2.02512], [1.98363, 6.44625, -0.51752], [-0.06068, -3.06543, 2.10616], [-0.38004, -6.34433, 3.03257], [0.20763, 1.56696, 0.96717], [-0.81059, -2.30945, 2.31670], [-6.15306, 6.16171, -2.83824], [-2.23118, -3.72611, 5.58875], [0.09392, 2.72575, -4.89295], [0.77005, 3.35931, -4.63011], [2.32485, -0.37303, -2.13185], [-4.34194, 4.44892, -2.62750], [-2.92944, -6.30086, 4.58532], [4.55926, -2.31505, -4.74807], [-2.51103, -4.91480, 0.79402], [1.40307, -0.19874, 5.08612], [-2.91483, 2.32052, -4.42469], [-1.47186, -0.23423, -0.43085], [-2.08987, 2.37845, -4.92280], [-2.45609, -4.34391, 0.01943], [1.09985, -0.17274, -1.65609], [-2.56721, -0.78881, -2.67296], [1.87108, 5.99663, 0.32663], [0.17695, 0.64542, -5.31478], [-0.14114, -0.26453, -5.39608], [-2.79498, -7.62705, -0.08704], [-1.56674, 3.27636, -2.61593], [1.35413, -2.48867, 2.23255], [4.30706, -4.56017, 2.16698], [-3.36941, -4.10295, -0.15934], [-2.67551, -7.13506, 0.73007], [2.17590, 5.10216, 0.13720], [-4.50660, 3.78541, -1.95064], [-0.13920, -3.90648, 2.79611], [4.99796, -3.91378, 2.34275], [2.83682, 0.11361, 0.85225], [-2.85356, -7.76338, 1.43675], [-2.82868, 4.79361, -4.69663], [2.48896, -1.14899, -2.87254], [-3.71397, 3.23442, -1.97407], [3.57482, -2.46420, 5.45300], [-3.43097, 5.07963, -5.39116], [-0.17561, 5.38854, -1.82973], [3.17984, 0.22691, -1.85059], [3.59696, 4.29753, -1.68001], [2.25716, -0.65723, 5.05126], [-1.96280, -5.30510, 3.98820], [4.44515, 5.34341, -0.97775], [-0.62949, -0.26975, -6.22375], [-4.25143, 5.28901, -4.92908], [3.73280, -1.82654, -4.69517], [-0.72685, -0.42012, 0.23186], [-3.57978, 2.05837, -5.06730], [4.44460, -4.80852, 1.24775], [-2.81258, -3.12391, 5.11331], [1.75292, -1.74641, 0.92137], [-0.93374, 2.01480, 4.12311], [-2.10575, -3.31244, 6.44728], [-1.25051, 2.48464, -1.97502], [3.60474, -2.25591, 3.94625], [2.18640, 2.39824, -0.51939]],
  "total_energy_ha": -2775.85981,
  "homo_energy_ev": -4.83,
  "lumo_energy_ev": 2.05,
  "charge": -1,
  "orbital_gap_ev": 6.8816
}

Entry 2:
{
  "formula": "C2H5N2",
  "method": "ωB97M-V with the def2-TZVPD basis set",
  "species": ["N", "H", "H", "H", "H", "C", "C", "H", "N"],
  "coordinates": [[-1.03776, 0.00586, 0.22819], [-2.75180, 0.75987, -0.87817], [2.22024, -0.03047, 0.56361], [0.98723, 1.10441, -0.20731], [1.26948, -0.45507, -1.00815], [1.31680, 0.10572, -0.07959], [-1.98327, 0.50576, -0.18643], [-0.01306, -1.47839, 0.83498], [-0.00787, -0.51770, 0.73286]],
  "total_energy_ha": -188.32996,
  "homo_energy_ev": -15.93,
  "lumo_energy_ev": -4.54,
  "charge": 1,
  "orbital_gap_ev": 11.3858
}